A molecular structure, C25H33O2PdS, computed with ωB97M-V/def2-TZVPD.

```
! RIJCOSX wB97M-V def2-TZVPD def2/J DEFGRID3
* xyz -1 3
O -0.46559 -1.15035 -1.01141
C -0.96931 -2.05078 -0.00140
C -0.55766 -3.28051 -0.79962
H -2.03801 -1.87396 0.06323
H -0.44543 -1.91437 0.96250
C 0.09812 -2.25105 -1.77487
H -1.35528 -3.75410 -1.35552
H 0.02855 -4.02823 -0.26966
C -0.58625 -2.19378 -3.12851
H -1.66756 -2.12452 -2.97690
H -0.39703 -3.09005 -3.71761
H -0.28053 -1.30891 -3.68074
C 1.61442 -2.30646 -1.68837
H 1.89595 -2.59429 -0.66405
H 2.09591 -1.35076 -1.87979
H 2.04783 -3.03958 -2.37680
Pd 1.55535 1.35025 0.59095
C 3.77577 0.89532 1.33047
C 2.97540 1.12209 2.48930
C 1.96613 0.10669 2.52792
H 3.13888 1.88369 3.24338
C 2.17538 -0.77775 1.41558
C 3.29513 -0.28786 0.67364
H 3.73064 -0.76617 -0.19813
H 4.65252 1.48217 1.02319
H 1.21106 -0.01864 3.30784
H 1.62030 -1.70094 1.23542
C 2.45011 2.98596 -0.89817
C 2.93620 1.76209 -1.44071
C 1.81177 0.99851 -1.87796
H 3.98372 1.47894 -1.59498
C 0.61820 1.68172 -1.51754
C 1.01560 2.95330 -0.96056
H 0.33948 3.76643 -0.68931
H 3.05433 3.83211 -0.58922
H 1.84825 0.11840 -2.51117
H -0.40029 1.34516 -1.68747
O -3.41995 -2.83375 -0.75571
C -3.49895 -4.16840 -1.36962
C -4.84425 -4.80988 -1.08625
H -2.75806 -4.82759 -0.89493
H -3.22938 -4.12067 -2.43380
C -5.42887 -3.93612 0.07013
H -4.68998 -5.85538 -0.79323
H -5.46377 -4.78280 -1.98372
C -4.47719 -2.72799 0.23052
H -5.40643 -4.49577 1.01015
H -6.44557 -3.58157 -0.10050
H -3.95920 -2.65398 1.20767
H -5.02343 -1.79682 0.08955
S -0.07711 2.56863 1.89564
C 0.53549 4.13785 2.11263
C -0.36942 5.20420 2.35698
C 0.11049 6.49758 2.51788
C 1.49400 6.75123 2.45217
C 2.38751 5.70043 2.19055
C 1.91254 4.39926 2.06371
H -1.42655 4.94669 2.39139
H -0.61133 7.30130 2.68486
H 1.87808 7.76767 2.58932
H 3.46090 5.86683 2.07904
H 2.57836 3.54924 1.90264
*
```

Results
LUMO level (alpha / beta): 0.0851 / 0.0851 Ha
HOMO level (alpha / beta): -2.582 / -2.768 eV
relative energy (zero: lowest compared OMol25 entry of this formula, charge and spin): 7.50 kcal/mol
⟨S²⟩: 2.01

=====

A molecular structure, C30H37BrN3O4Ti, computed with ωB97M-V/def2-TZVPD.

```
! RIJCOSX wB97M-V def2-TZVPD def2/J DEFGRID3
* xyz 1 3
Ti 0.50940 -0.17730 0.53053
Br 2.06870 2.71850 1.60253
C 0.33550 2.29460 2.25433
C -0.34190 3.13720 3.09293
C -1.52410 2.66090 3.68813
C -1.87150 1.33060 3.50513
C -1.13270 0.55520 2.62443
N -0.06810 1.06130 1.91623
C -1.19910 -0.93360 2.47793
O -2.03310 -1.62480 3.02303
O -0.21600 -1.35890 1.73473
H 0.04160 4.12120 3.31553
H -2.10500 3.30560 4.32653
H -2.69580 0.87280 4.03233
C 2.21090 -0.74600 3.32583
O 2.34060 -0.37860 1.95543
C 3.42430 -1.05080 1.33903
C 3.67170 -0.39530 -0.01637
O 2.44520 -0.31810 -0.74817
C 2.70290 -0.28830 -2.15467
H 3.15960 -0.57410 3.84803
H 1.91810 -1.79710 3.42373
H 1.44090 -0.11390 3.76903
H 3.19090 -2.12350 1.23933
H 4.33500 -0.94330 1.94633
H 4.39930 -0.99840 -0.57527
H 4.07050 0.62230 0.12683
H 3.40350 0.51390 -2.39987
H 1.75420 -0.11390 -2.65517
H 3.12220 -1.24170 -2.48887
C -2.81400 2.03850 0.07653
C -1.68290 2.97660 -0.22047
C -1.85320 4.34520 -0.05747
C -0.86540 5.23800 -0.43117
C 0.30610 4.76210 -0.98847
C 0.52220 3.39960 -1.13837
C 1.78510 2.90690 -1.77677
C -0.46450 2.49460 -0.72207
N -0.25740 1.08770 -0.83347
C -0.71610 0.47020 -1.93107
C -1.28260 1.20940 -3.10617
C -0.71750 -0.94330 -1.89507
C -1.30450 -1.75410 -3.01307
N -0.20350 -1.49690 -0.79757
C -0.54140 -2.83300 -0.47727
C -1.85120 -3.12850 -0.06807
C -2.91980 -2.07970 -0.04387
C -2.15910 -4.42480 0.31523
C -1.21470 -5.43200 0.25473
C 0.06660 -5.14500 -0.18077
C 0.41830 -3.85300 -0.53787
C 1.79980 -3.53960 -1.03297
H -3.51290 2.49700 0.77083
H -2.45490 1.09510 0.49813
H -3.35220 1.81490 -0.84607
H -2.78570 4.70470 0.34773
H -1.01180 6.29870 -0.30037
H 1.06560 5.44770 -1.33217
H 2.54370 3.68440 -1.74847
H 1.59920 2.63990 -2.81797
H 2.15000 2.02950 -1.24657
H -1.15820 2.28400 -2.99577
H -2.34570 0.99540 -3.21557
H -0.79640 0.89140 -4.02687
H -0.75480 -1.57680 -3.93667
H -2.34290 -1.48050 -3.19347
H -1.25880 -2.81580 -2.78147
H -2.49650 -1.07450 0.00613
H -3.55880 -2.23170 0.82023
H -3.53460 -2.15420 -0.94007
H -3.15810 -4.63700 0.66063
H -1.46910 -6.43680 0.55123
H 0.80940 -5.92790 -0.24657
H 2.51230 -4.29130 -0.70017
H 2.09030 -2.56040 -0.65587
H 1.81270 -3.51140 -2.12467
*
```

Results
LUMO level (alpha / beta): -0.1182 / -0.1281 Ha
HOMO level (alpha / beta): -9.773 / -10.908 eV
relative energy (zero: lowest compared OMol25 entry of this formula, charge and spin): 38.98 kcal/mol
⟨S²⟩: 2.01

=====

2 unconnected molecules or ions with the total composition C5H10F2O, computed with ωB97M-V/def2-TZVPD.

```
! RIJCOSX wB97M-V def2-TZVPD def2/J DEFGRID3
* xyz 0 1
C 1.00830 -0.78500 1.70509
C 0.34694 -0.67664 0.57790
F 0.60035 -1.41976 -0.51710
C -0.90191 0.22025 0.38600
C -0.56180 1.39778 -0.51581
C -2.12850 -0.54741 -0.18911
F -1.27144 0.68511 1.66547
H 1.73015 -1.59444 1.67802
H 0.78920 -0.04709 2.38843
H 0.41007 1.19330 -1.16287
H -0.34000 2.33947 -0.04913
H -1.32500 1.52325 -1.33267
H -2.41017 -1.10718 0.65222
H -1.72091 -1.40364 -0.89412
H -2.92064 0.07241 -0.64413
O 2.90733 0.17744 -0.89739
H 2.18549 -0.31153 -1.35218
H 3.60253 0.28365 -1.49859
*
```

Results
LUMO level: 0.0283 Ha
HOMO level: -9.821 eV
relative energy (zero: lowest compared OMol25 entry of this formula, charge and spin): 43.49 kcal/mol
SMILES: C=C(F)C(C)(C)F.O

=====

A molecular structure, C5H6N2, computed with ωB97M-V/def2-TZVPD.

```
! RIJCOSX wB97M-V def2-TZVPD def2/J DEFGRID3
* xyz 0 1
C -1.65630 -0.70931 0.25047
C -1.64725 0.61366 0.42278
C 1.50581 0.85299 0.21205
C 1.32337 -0.60592 0.00119
C -0.44265 -0.55808 -0.62182
N 0.53912 1.58869 0.04282
N -0.56065 0.90542 -0.40415
H -2.38312 -1.62838 0.24424
H -2.03172 1.35456 1.05733
H 2.35818 1.25007 0.63173
H 1.79022 -0.96828 -0.81626
H 1.61049 -1.30377 0.69185
H -0.40550 -0.79165 -1.71224
*
```

Results
LUMO level: 0.0409 Ha
HOMO level: -8.429 eV
relative energy (zero: lowest compared OMol25 entry of this formula, charge and spin): 110.82 kcal/mol

=====

2 unconnected molecules or ions with the total composition C4H12O2, computed with ωB97M-V/def2-TZVPD.

```
! RIJCOSX wB97M-V def2-TZVPD def2/J DEFGRID3
* xyz 0 1
C 0.58480 1.86625 -0.37434
C 0.42503 0.87559 0.78785
C -0.57975 -0.20525 0.48047
C -0.78635 -1.02962 1.78268
O -1.33523 -2.32673 1.61209
H -0.34386 2.06810 -0.92687
H 1.32476 1.41897 -1.03486
H 0.99227 2.85780 -0.04248
H 1.38478 0.36175 0.87987
H 0.23834 1.14352 1.83957
H -1.45820 0.21677 -0.06725
H -0.19773 -0.90702 -0.26417
H -1.64989 -0.56851 2.32696
H 0.03905 -0.93252 2.48214
H -1.70897 -2.43945 0.73952
O 1.41747 0.71603 -3.43294
H 0.88872 0.83724 -4.22384
H 1.55402 -0.23548 -3.44407
*
```

Results
LUMO level: 0.0250 Ha
HOMO level: -9.795 eV
relative energy (zero: lowest compared OMol25 entry of this formula, charge and spin): 23.10 kcal/mol
SMILES: CCCCO.O

=====

2 unconnected molecules or ions with the total composition C6H12O, computed with ωB97M-V/def2-TZVPD.

```
! RIJCOSX wB97M-V def2-TZVPD def2/J DEFGRID3
* xyz 0 1
C -1.13043 1.31148 0.59506
C -0.75653 0.06614 0.39006
C 0.67329 -0.29217 0.29411
C 1.62655 0.54890 -0.12784
C 1.05479 -1.69854 0.64356
C 0.74192 -2.80170 -0.36071
H -2.10848 1.78020 0.71109
H -0.43062 2.13557 0.74809
H -1.40965 -0.76160 0.18136
H 1.44944 1.53122 -0.52775
H 2.63054 0.15709 -0.09583
H 2.10416 -1.70333 0.95715
H 0.53717 -1.90993 1.60105
H 0.52655 -3.79920 0.12963
H 1.49397 -2.93889 -1.14698
H -0.21174 -2.56862 -0.86266
O -2.33201 3.98891 -0.95923
H -2.23358 3.28846 -0.31445
H -2.22535 3.66601 -1.85571
*
```

Results
LUMO level: 0.0294 Ha
HOMO level: -9.100 eV
relative energy (zero: lowest compared OMol25 entry of this formula, charge and spin): 45.02 kcal/mol
SMILES: C=CC(=C)CC.O

=====

C3H5NO2 in the gas phase, computed with ωB97M-V/def2-TZVPD.

```
! RIJCOSX wB97M-V def2-TZVPD def2/J DEFGRID3
* xyz 0 1
N -1.84608 -0.37786 0.04641
C -0.76880 0.44724 -0.10412
O -0.85614 1.57136 -0.56069
C 0.55620 -0.08565 0.37205
C 1.74717 0.28944 -0.59703
O 2.14592 -0.76186 -1.03019
H -1.76195 -1.35860 0.26139
H -2.73317 -0.02844 -0.28594
H 0.50814 -1.20216 0.49342
H 0.81448 0.33718 1.32818
H 2.19878 1.16462 -1.19068
*
```

Results
LUMO level: 0.0305 Ha
HOMO level: -9.648 eV
relative energy (zero: lowest compared OMol25 entry of this formula, charge and spin): 31.73 kcal/mol
SMILES: NC(=O)CC=O

=====

A molecular structure, C33H80CrF8N2O21S4, computed with ωB97M-V/def2-TZVPD.

```
! RIJCOSX wB97M-V def2-TZVPD def2/J DEFGRID3
* xyz -1 4
Cr 1.71445 1.94948 -0.48976
N 1.41430 2.95438 -2.11045
S 0.82924 2.76475 -3.58001
O 1.80033 2.95193 -4.62550
O -0.55844 2.99873 -3.80390
F 0.91077 1.14520 -3.55078
S 1.55504 4.65754 -2.49541
O 0.31793 5.41158 -2.46500
O 2.70424 5.15465 -3.17593
F 2.02033 5.05877 -1.00543
C 3.32869 2.43067 1.49612
O 4.12746 2.68996 2.38737
O 2.48360 1.44818 1.41359
O 3.21444 3.06260 0.37356
C 0.24307 -0.39809 2.60707
F -0.50776 -1.24889 3.25494
F -0.25922 0.81452 2.72106
F 1.44634 -0.37937 3.13262
S 0.39698 -0.89701 0.71911
O 1.75146 -1.43270 0.58722
O -0.69799 -1.82297 0.49908
N 0.29229 0.56947 -0.20381
S -1.28991 0.74856 -0.66900
O -2.21707 0.40254 0.35676
O -1.39374 2.06163 -1.25724
C -1.49498 -0.43774 -2.19276
F -0.34067 -0.95978 -2.50762
F -2.36971 -1.37248 -1.82890
F -2.01677 0.23334 -3.18623
C -1.82408 -4.84121 2.93804
C -3.15546 -5.19528 3.58135
C -3.44822 -6.70883 3.52668
O -3.08943 -4.80538 4.93691
H -1.65322 -5.35795 1.99422
H -1.05662 -5.30399 3.56881
H -1.61750 -3.77349 2.92828
H -3.97122 -4.65931 3.08156
H -3.52718 -7.14510 2.52766
H -4.38084 -7.01916 4.00332
H -2.62187 -7.23154 4.01344
H -3.80170 -5.16744 5.46931
C 4.48064 -1.57505 5.46448
C 4.97042 -1.21014 4.07469
C 4.49024 -2.19960 2.97458
O 4.54672 0.12702 3.77757
H 3.39222 -1.49661 5.47250
H 4.95666 -0.91871 6.19107
H 4.75895 -2.60490 5.70669
H 6.05774 -1.30564 4.04124
H 3.41779 -2.39875 2.95680
H 4.93043 -3.18578 3.15709
H 4.85524 -1.86420 2.00667
H 3.62751 -0.06580 3.56799
C -6.55440 -1.16898 2.95262
C -5.31907 -2.04419 2.72209
C -4.26246 -1.33081 1.88891
O -4.75318 -2.29094 4.00111
H -7.37130 -1.71938 3.41828
H -6.97891 -0.98840 1.95356
H -6.37646 -0.15256 3.29814
H -5.68479 -2.96718 2.25563
H -3.31065 -1.86065 1.94098
H -4.09442 -0.33615 2.30563
H -4.55128 -1.17715 0.84772
H -4.10707 -2.99836 3.89740
C -6.51856 1.30478 -0.55394
C -6.07174 1.95530 -1.85428
C -4.55496 1.77943 -2.05745
O -6.74259 1.27941 -2.91292
H -6.31434 1.91978 0.32543
H -6.20748 0.26423 -0.51310
H -7.61514 1.39126 -0.54991
H -6.32245 3.02228 -1.82047
H -4.28118 2.07718 -3.06467
H -4.30839 0.74916 -1.79780
H -4.04373 2.37631 -1.30159
H -7.63423 1.10347 -2.59780
C 2.65133 -5.05456 -2.52777
C 1.87899 -4.21019 -1.50731
C 1.85401 -4.93096 -0.17977
O 2.52124 -2.94373 -1.44687
H 2.16765 -6.01452 -2.73610
H 3.64545 -5.40148 -2.24049
H 2.62838 -4.47411 -3.45248
H 0.87922 -4.10433 -1.94651
H 2.87588 -5.04040 0.18955
H 1.42273 -5.91801 -0.33949
H 1.32130 -4.31886 0.55171
H 2.10580 -2.51735 -0.66864
C 2.87382 -0.14679 -5.49103
C 3.31301 -1.28184 -4.57530
C 4.79542 -1.66043 -4.67490
O 2.99232 -0.91007 -3.23715
H 3.29290 -0.04607 -6.48850
H 3.18119 0.74629 -4.92655
H 1.80716 0.08718 -5.48230
H 2.76586 -2.18589 -4.86024
H 4.89887 -2.66813 -4.26615
H 5.35058 -1.01038 -3.99567
H 5.25298 -1.64333 -5.66242
H 2.68013 -1.68936 -2.73810
C -4.03670 1.89363 -5.79908
C -5.01731 2.01260 -6.99496
C -4.86674 3.34940 -7.71866
O -4.81448 0.92347 -7.88007
H -3.95039 0.98116 -5.21171
H -4.27750 2.72555 -5.13691
H -3.02146 2.01809 -6.18726
H -6.02793 1.87085 -6.59046
H -5.44311 4.17743 -7.30123
H -5.12902 3.20354 -8.76388
H -3.83698 3.66929 -7.54091
H -5.65359 0.74658 -8.31112
C 1.72653 1.40418 6.35222
C 2.55691 2.09243 5.28700
C 2.09365 3.55444 5.09460
O 3.92686 2.21262 5.72600
H 0.68000 1.31417 6.06131
H 1.87235 1.88375 7.32155
H 2.13258 0.39257 6.44042
H 2.55888 1.62382 4.30678
H 1.07067 3.45734 4.69370
H 2.58137 4.14410 4.32313
H 1.93073 4.03322 6.06259
H 3.79655 2.58220 6.60837
C 0.80378 5.29365 1.97120
C 0.23316 3.89288 1.83282
C -1.24816 3.87145 2.19074
O 0.35253 3.46122 0.47195
H 0.69257 5.60387 3.01294
H 0.41363 5.96051 1.20168
H 1.88980 5.34691 1.85279
H 0.73614 3.19783 2.50272
H -1.81004 4.48634 1.47943
H -1.38888 4.37053 3.15028
H -1.63846 2.85653 2.13767
H -0.22489 3.99817 -0.08602
C 4.95500 -0.73887 -0.78152
C 4.51083 0.64932 -1.25522
C 5.31379 1.11564 -2.48363
O 3.11353 0.73595 -1.57169
H 4.27315 -0.87296 0.06187
H 5.96395 -0.56568 -0.40417
H 4.94486 -1.56588 -1.48632
H 4.73776 1.33687 -0.44470
H 5.49604 0.35046 -3.24211
H 6.33495 1.33239 -2.15739
H 4.85051 1.99597 -2.92691
H 2.92322 0.11725 -2.31064
*
```

Results
LUMO level (alpha / beta): 0.0312 / 0.0442 Ha
HOMO level (alpha / beta): -6.501 / -6.611 eV
relative energy (zero: lowest compared OMol25 entry of this formula, charge and spin): 27.09 kcal/mol
⟨S²⟩: 3.85